Run P
Entry from the Open Molecules 2025 dataset: 2 unconnected molecules or ions with the total composition C4H10S (ωB97M-V/def2-TZVPD).

Computed properties:
LUMO energy (eV): 1.02
E_HOMO (eV): -9.0
Charge: 0
SMILES: C=CC.CS

Geometry (Å):
C 4.0570 -3.1823 -0.7577
C 3.1791 -2.2302 -1.0010
C 3.3817 -0.7912 -0.5732
H 3.9592 -4.2267 -1.0207
H 4.9846 -2.9428 -0.2471
H 2.2455 -2.3927 -1.5273
H 3.7482 -0.5861 0.4299
H 4.1628 -0.4192 -1.2492
H 2.5378 -0.1183 -0.7082
C -5.8313 2.5725 1.1070
S -4.1439 2.8925 1.6965
H -6.4859 2.9253 1.8968
H -6.0107 3.0963 0.1797
H -5.9543 1.5078 0.9409
H -3.8297 3.8952 0.8338

Run Q
Entry from the Open Molecules 2025 dataset: a single C4H10S molecule (ωB97M-V/def2-TZVPD).

Computed properties:
LUMO energy (eV): 1.04
E_HOMO (eV): -9.0
Charge: 0
SMILES: CCCCS

Geometry (Å):
C 1.4174 -0.0706 -1.4846
C 1.0236 0.5450 -0.1381
C -0.4753 0.4158 0.1882
C -0.8673 -0.5945 1.2658
S -2.5542 -1.3068 1.1325
H 2.1031 0.6367 -1.9645
H 1.8546 -1.0625 -1.3138
H 0.5944 -0.2041 -2.1521
H 1.3194 1.5881 0.0290
H 1.5651 -0.0255 0.6106
H -0.9272 0.2719 -0.8059
H -0.9402 1.4050 0.3486
H -0.7153 -0.0328 2.1854
H -0.1684 -1.4182 1.2436
H -3.2298 -0.1477 0.8552

Preferred: run Q; penalty for the next structure: 63.5 kJ/mol.

Run P
Entry from the Open Molecules 2025 dataset: a single C7H12Si molecule (ωB97M-V/def2-TZVPD).

Computed properties:
LUMO energy (spin up / spin down) (eV): 0.61 / 0.61
E_HOMO (spin up / spin down) (eV): -8.2 / -8.2
Charge: 0
SMILES: C=[SiH]/C=C\C(C)=C\C

Geometry (Å):
C -0.6920 -1.6932 2.5460
Si -0.4650 0.0179 2.3789
C -1.7341 0.6819 1.1835
C -1.5485 0.6608 -0.1819
C -0.2395 0.4273 -0.7808
C 0.8147 1.4182 -0.2226
C 0.1326 -0.5471 -1.6294
C 1.5391 -0.7022 -2.1975
H -1.1447 -2.3343 1.8847
H -0.0038 -2.0582 3.2654
H 0.5217 0.9580 2.9028
H -2.8104 0.8362 1.3652
H -2.4105 0.6949 -0.9030
H 0.5791 1.9523 0.7385
H 0.6373 2.1533 -1.0327
H 1.7515 1.0331 -0.3987
H -0.6732 -1.2035 -1.9816
H 1.7627 0.1552 -2.8194
H 1.7580 -1.6081 -2.7407
H 2.2250 -0.8427 -1.3769

Run Q
Entry from the Open Molecules 2025 dataset: a single C7H12Si molecule (ωB97M-V/def2-TZVPD).

Computed properties:
LUMO energy (eV): 0.57
E_HOMO (eV): -8.7
Charge: 0

Geometry (Å):
C -0.7138 -0.2017 -1.6212
C -1.9764 -0.5410 -1.4513
C 0.0077 0.2923 -0.5090
C -0.6647 0.6633 0.5639
C -2.4981 -0.2812 -0.1158
C 2.0370 -1.0581 -0.3488
C 1.5136 0.3371 -0.6564
Si -0.0927 1.2209 2.2611
H -0.1221 -0.5733 -2.4372
H -2.4215 -1.0433 -2.2597
H -3.3550 0.4626 0.1572
H -2.6746 -1.2495 0.3711
H 3.1338 -1.0523 -0.4281
H 1.5784 -1.8075 -0.9650
H 1.8087 -1.3663 0.6636
H 1.8821 0.5490 -1.6163
H 2.1152 1.0268 0.0314
H -0.3384 0.4078 3.4807
H -0.5993 2.6016 2.6460
H 1.3803 1.6127 2.2336

Preferred: run P; penalty for the next structure: 15.6 kJ/mol.

Run P
Entry from the Open Molecules 2025 dataset: a molecular structure, CH2N4O3 (ωB97M-V/def2-TZVPD).

Computed properties:
LUMO energy (spin up / spin down) (eV): -1.56 / -1.56
E_HOMO (spin up / spin down) (eV): -10.8 / -10.8
Charge: 0

Geometry (Å):
C -1.9108 -0.7464 0.1360
N -2.9608 -0.8718 0.5294
N -0.6077 -0.8174 -0.1272
N 0.2455 -0.0761 0.5654
N 1.5764 -0.0213 0.0275
O 1.7447 -0.2463 -1.1257
O 2.3830 0.1708 0.8604
O -0.1228 1.4765 -0.2273
H -0.2616 -1.1676 -1.0712
H -0.0858 2.2996 0.4328

Run Q
Entry from the Open Molecules 2025 dataset: a molecular structure, CH2N4O3 (ωB97M-V/def2-TZVPD).

Computed properties:
LUMO energy (eV): -0.31
E_HOMO (eV): -9.7
Charge: 0

Geometry (Å):
C 0.2324 -0.7161 0.2468
H -2.5828 -0.9730 -0.6575
H -0.4801 2.2782 -0.2674
N -0.7839 -1.3609 0.0373
N 1.4407 -1.3784 0.3694
N 2.2089 -0.4137 0.1285
N 0.3106 0.5423 -0.2653
O -1.7271 -0.2743 0.0436
O 1.7444 0.7473 -0.2222
O -0.3632 1.5485 0.5867

Preferred: run P; penalty for the next structure: 217.5 kJ/mol.